{"formula": "C57H56AuN5O4S2", "method": "ωB97M-V/def2-TZVPD", "gap_ha": [0.2197, 0.1325], "de_lowest_kcal_mol": 4.3, "s2": 2.026, "e_tot_ha": -3712.39030, "multiplicity": 3, "lumo_energy_ha": [-0.0394, -0.1266], "elements": ["Au", "C", "C", "C", "C", "C", "C", "C", "C", "C", "C", "C", "C", "N", "C", "C", "N", "C", "C", "C", "C", "C", "C", "C", "C", "C", "C", "C", "C", "C", "C", "C", "C", "C", "C", "C", "C", "C", "C", "H", "H", "H", "H", "H", "H", "H", "H", "H", "H", "H", "H", "H", "H", "H", "H", "H", "H", "H", "H", "H", "H", "H", "H", "H", "H", "H", "H", "H", "H", "H", "H", "H", "H", "H", "H", "H", "H", "H", "H", "O", "S", "C", "C", "C", "C", "C", "C", "C", "C", "C", "C", "C", "C", "H", "H", "H", "H", "H", "H", "H", "H", "H", "H", "O", "S", "O", "O", "C", "N", "C", "C", "C", "N", "C", "C", "C", "N", "C", "C", "H", "H", "H", "H", "H", "H"], "coordinates": [[0.12070, -0.28815, -0.29498], [1.24762, -0.72824, -4.81955], [-0.01896, 0.10896, -5.01013], [-1.24401, -0.79264, -4.83052], [0.01204, 1.41135, -4.18942], [0.48947, 2.53090, -4.86766], [0.53918, 3.78556, -4.28196], [0.07517, 3.95863, -2.98800], [-0.42014, 2.88495, -2.25724], [-0.95119, 3.14597, -0.85392], [-2.10995, 4.14991, -0.87905], [0.17141, 3.63407, 0.07136], [-0.42255, 1.59623, -2.85250], [-0.89296, 0.50126, -2.07959], [-2.20496, 0.25737, -1.97412], [-2.68442, -0.67501, -1.03954], [-1.86336, -1.22423, -0.15381], [-2.35220, -2.11390, 0.83323], [-2.90356, -1.56580, 2.01558], [-3.49657, -2.42266, 2.93423], [-3.51983, -3.79002, 2.71947], [-2.92482, -4.31891, 1.58202], [-2.32542, -3.51051, 0.62281], [-1.64933, -4.21308, -0.54917], [-2.11514, -3.77545, -1.94416], [-0.12429, -4.11144, -0.42754], [-2.87214, -0.07382, 2.31592], [-4.24612, 0.57607, 2.10660], [-2.39931, 0.19050, 3.75638], [-4.14061, -0.82658, -1.23076], [-5.12962, -1.59238, -0.67097], [-6.46299, -1.41705, -1.13138], [-6.79305, -0.51554, -2.11064], [-5.78282, 0.28541, -2.71096], [-5.94602, 1.26356, -3.72795], [-4.85811, 1.95816, -4.19329], [-3.54157, 1.73745, -3.70365], [-3.35612, 0.79428, -2.72527], [-4.48874, 0.09252, -2.24562], [1.29435, -1.51119, -5.58397], [1.23452, -1.21060, -3.84012], [2.14747, -0.11680, -4.90629], [-0.03069, 0.44228, -6.04827], [-1.19879, -1.34594, -3.89261], [-1.26910, -1.52152, -5.64458], [-2.17597, -0.22767, -4.85847], [0.81606, 2.41207, -5.89695], [0.92735, 4.63056, -4.84006], [0.09147, 4.94711, -2.54127], [-1.33969, 2.21791, -0.44120], [-1.77573, 5.13634, -1.21495], [-2.53223, 4.26106, 0.12314], [-2.90535, 3.81360, -1.54845], [0.60694, 4.56769, -0.29754], [0.97010, 2.89114, 0.14323], [-0.21491, 3.81429, 1.07914], [-3.94380, -2.01423, 3.83529], [-3.98363, -4.44781, 3.44590], [-2.92368, -5.39288, 1.43058], [-1.91382, -5.26526, -0.44572], [-1.69633, -2.80679, -2.21872], [-3.20492, -3.71270, -2.00151], [-1.77733, -4.50361, -2.68633], [0.21030, -3.09423, -0.62851], [0.36322, -4.76932, -1.15289], [0.20727, -4.39798, 0.57462], [-2.17100, 0.39577, 1.62364], [-4.99800, 0.08159, 2.72972], [-4.57165, 0.51246, 1.06697], [-4.21122, 1.63153, 2.39133], [-3.19458, -0.02327, 4.47497], [-2.12136, 1.24036, 3.87990], [-1.54251, -0.43170, 4.02624], [-4.92085, -2.31759, 0.10807], [-7.24470, -2.02010, -0.68275], [-7.82466, -0.41042, -2.43027], [-6.93360, 1.46163, -4.13267], [-4.99897, 2.70365, -4.96706], [-2.71809, 2.31228, -4.11000], [1.90438, -1.71417, -1.52512], [3.38967, -1.94184, -1.67657], [4.14305, -0.30669, -1.86320], [5.52245, -0.12947, -1.87117], [6.04178, 1.14866, -2.01629], [5.19088, 2.23537, -2.18517], [3.81664, 2.04246, -2.21952], [3.29170, 0.76570, -2.06402], [3.99709, -2.40812, -0.04330], [3.06751, -2.57585, 0.96921], [3.49980, -2.93533, 2.23988], [4.85163, -3.13552, 2.48375], [5.77100, -3.02203, 1.44600], [5.34422, -2.68127, 0.17041], [6.19338, -0.97151, -1.75506], [7.11622, 1.29339, -1.99554], [5.59974, 3.23372, -2.29228], [3.14297, 2.87917, -2.36691], [2.22281, 0.60849, -2.07131], [2.01728, -2.42361, 0.76168], [2.77821, -3.05928, 3.03950], [5.18703, -3.40379, 3.47860], [6.82273, -3.20678, 1.62723], [6.05577, -2.64078, -0.64587], [1.34627, 0.34085, 8.29894], [2.51132, 1.08311, 8.74233], [2.21739, 2.41866, 9.23381], [3.43323, 0.31873, 9.55763], [3.45396, 1.44487, 7.20904], [4.69830, 1.95962, 7.34247], [5.33222, 2.25421, 6.21829], [4.77253, 2.05208, 4.96125], [3.50538, 1.51018, 4.92742], [2.84513, 1.21400, 6.03621], [2.77011, 1.17565, 3.68350], [1.44382, 0.76914, 3.78022], [0.76201, 0.40250, 2.64578], [1.31867, 0.40427, 1.42299], [2.59255, 0.81465, 1.32490], [3.33714, 1.20934, 2.41561], [6.33227, 2.66515, 6.32486], [5.31251, 2.32692, 4.06001], [0.97570, 0.73395, 4.75976], [-0.26784, 0.07767, 2.69408], [3.02585, 0.82494, 0.33840], [4.36693, 1.50920, 2.26167]], "forces_ev_per_a": [[-0.5513, 0.6684, -0.3708], [0.0295, 0.0081, 0.0064], [-0.0588, -0.0400, 0.3962], [-0.0072, 0.0886, -0.0556], [-0.1118, -0.1573, 0.0726], [-0.0017, 0.0353, -0.0321], [0.0276, 0.0044, 0.0485], [0.0530, -0.0125, -0.0736], [-0.0049, -0.3384, -0.0376], [0.1390, 0.1602, -0.0664], [-0.0025, -0.0244, -0.0223], [-0.0544, -0.0446, -0.0053], [0.1777, 0.2036, -0.0657], [-0.3812, -0.4322, 0.4631], [0.4125, 0.5089, -0.4719], [-0.2119, -0.2367, 0.4513], [0.2621, -0.0416, -0.2254], [-0.0044, 0.0478, 0.3849], [0.0962, 0.0509, -0.2120], [-0.0407, -0.0654, 0.0753], [0.0318, -0.0025, -0.0526], [-0.0770, 0.0108, 0.0875], [0.0435, 0.0526, -0.0826], [0.0933, 0.3029, -0.0523], [-0.0112, -0.0266, 0.0840], [-0.1058, -0.0768, 0.0541], [-0.1258, -0.1121, 0.1623], [0.0270, 0.0335, -0.0642], [-0.0799, -0.0450, -0.0390], [-0.0567, -0.1937, 0.1379], [0.0440, -0.0351, 0.0043], [0.0109, -0.0632, 0.0609], [0.0069, 0.0570, -0.0513], [-0.0015, -0.0307, 0.0270], [-0.0487, 0.0042, -0.0084], [0.0602, 0.0088, 0.0048], [-0.0162, 0.0153, 0.0532], [0.0337, 0.1344, -0.1191], [0.1177, 0.0190, -0.0094], [-0.0186, 0.0644, 0.1022], [0.0702, 0.0344, 0.0245], [0.0390, -0.0056, 0.0186], [0.0056, 0.0944, -0.0627], [-0.0058, 0.0205, -0.0343], [0.0146, 0.0248, 0.0409], [0.0316, -0.0671, -0.0377], [-0.0132, 0.0016, 0.0912], [-0.0465, -0.0522, 0.0271], [-0.0156, -0.0584, -0.0197], [-0.0226, -0.1411, 0.0006], [-0.0356, -0.0850, 0.0350], [0.0392, 0.0116, -0.0598], [0.0271, 0.0205, 0.0286], [-0.0410, -0.0717, 0.0521], [-0.0024, 0.0511, -0.0099], [0.0430, -0.0071, -0.0784], [0.0650, -0.0449, -0.0885], [0.0278, 0.0439, -0.0520], [0.0003, 0.0470, 0.0090], [-0.0480, -0.0772, 0.0511], [-0.0191, -0.0332, 0.0027], [0.0570, 0.0037, -0.0188], [-0.0154, 0.0440, 0.0432], [0.0275, -0.0009, -0.0198], [-0.0193, 0.0751, 0.0311], [-0.0050, -0.0150, -0.0700], [0.0594, 0.0366, -0.0532], [0.0567, 0.0482, -0.0471], [0.0006, 0.0049, 0.0612], [-0.0042, -0.0723, -0.0083], [0.0710, 0.0263, -0.0473], [-0.0296, -0.0609, 0.0094], [-0.1367, 0.0430, 0.0911], [-0.0350, 0.0497, -0.0434], [0.0611, 0.0381, -0.0346], [0.0693, -0.0076, 0.0238], [0.0799, -0.0119, 0.0336], [0.0071, -0.0319, 0.0379], [-0.0199, -0.0207, 0.0003], [0.6090, 0.0781, -0.0673], [-0.2016, -0.0677, -0.0165], [-0.0667, -0.0388, 0.1246], [0.0003, -0.0541, 0.0035], [0.0035, -0.0431, -0.0023], [-0.0533, 0.0601, 0.0073], [0.0419, 0.0288, -0.0327], [0.0121, 0.0501, 0.0372], [-0.0214, 0.0234, -0.0182], [-0.0298, 0.1278, 0.0524], [0.0522, -0.0117, 0.0200], [-0.0226, -0.0170, -0.0023], [-0.0485, 0.0058, -0.0424], [-0.0116, 0.0289, -0.0210], [-0.0422, 0.1289, -0.0393], [-0.0899, -0.0066, -0.0244], [-0.0150, -0.0797, -0.0103], [0.0215, -0.0309, 0.0021], [-0.1387, -0.0360, -0.0942], [-0.0037, 0.0245, 0.0052], [0.0441, 0.0243, -0.0479], [-0.0147, 0.0252, -0.0606], [-0.0519, -0.0190, -0.0104], [-0.0354, -0.0299, 0.1123], [0.1832, 0.0680, -0.2981], [-0.3305, -0.0445, 0.5702], [0.1736, -0.0465, -0.2709], [0.1203, 0.0930, -0.3011], [0.1658, 0.1181, -0.3339], [-0.6321, -0.2937, -0.2350], [-0.1621, -0.0659, 0.1765], [0.3467, 0.1941, -0.3687], [0.0062, -0.0390, 0.1073], [0.2531, 0.0475, 0.9715], [0.0284, 0.0255, -0.1096], [-0.1888, 0.0158, 0.2066], [-0.1745, -0.1552, -0.1814], [0.1064, -0.3055, -0.0825], [-0.0875, -0.0443, -0.0341], [0.1338, 0.0087, -0.0592], [-0.0444, 0.0117, -0.0448], [-0.0313, -0.0621, 0.1563], [0.0353, -0.0226, -0.1144], [0.1847, 0.0365, -0.0313], [0.0371, -0.0500, -0.0794], [-0.0939, -0.0162, -0.0049]]}

=====

{"formula": "C26H52BClN4O20P2S4", "method": "ωB97M-V/def2-TZVPD", "gap_ha": 0.2310, "e_tot_ha": -5505.94784, "multiplicity": 1, "lumo_energy_ha": -0.0417, "elements": ["N", "C", "N", "C", "N", "C", "C", "C", "C", "C", "C", "C", "P", "O", "N", "C", "C", "O", "Cl", "C", "B", "O", "O", "C", "O", "O", "C", "P", "O", "O", "H", "H", "H", "H", "H", "H", "H", "H", "H", "H", "H", "H", "H", "H", "H", "H", "H", "H", "H", "H", "O", "S", "O", "O", "C", "C", "C", "H", "H", "H", "H", "H", "H", "H", "H", "O", "S", "O", "O", "C", "C", "C", "H", "H", "H", "H", "H", "H", "H", "H", "O", "S", "O", "O", "C", "C", "C", "H", "H", "H", "H", "H", "H", "H", "H", "O", "S", "O", "O", "C", "C", "C", "H", "H", "H", "H", "H", "H", "H", "H"], "coordinates": [[-1.37839, 0.40489, 1.85486], [-0.48176, 0.33512, 0.63931], [-1.19833, 0.71298, -0.62867], [-1.32013, -0.31873, -1.66366], [-2.04638, -1.45271, -1.63658], [-2.01111, -2.41776, -2.77878], [-3.11777, -2.17630, -3.90264], [-2.86896, -2.90798, -5.28089], [-3.85584, -2.74813, -6.48999], [-5.12273, -1.83563, -6.35123], [-5.39149, -1.14142, -4.98327], [-4.39760, -1.31725, -3.76887], [-3.08038, -1.87785, -0.24377], [-4.47590, -1.21932, -0.28835], [-0.45281, 0.14754, -2.78766], [0.83754, -0.53322, -2.46258], [1.77505, -0.80729, -3.74682], [1.45895, -1.51101, -4.72768], [3.44038, 0.00094, -3.68466], [-0.45130, 1.64919, -2.80958], [-1.72053, 2.17005, -3.73422], [-2.85073, 1.34130, -4.08325], [-1.73909, 3.53369, -4.26824], [0.77951, 2.36677, -3.59626], [1.64923, 3.09656, -3.02648], [0.85715, 2.08969, -4.96158], [-0.57343, 1.93133, -1.22732], [-1.68071, 3.33164, -0.56853], [-3.29863, 2.80486, -0.32057], [-1.58354, 4.76233, -1.51685], [-1.64259, 1.38432, 2.03635], [-0.89395, -0.02267, 2.65941], [0.01571, -0.70981, 0.55099], [0.39728, 1.05218, 0.88066], [-0.97620, -2.48438, -3.27989], [-2.20651, -3.46857, -2.33689], [-1.94874, -3.58896, -5.42409], [-3.59882, -3.28811, -7.47179], [-5.83912, -1.67951, -7.22552], [-6.30092, -0.46276, -4.81056], [-4.62983, -0.76715, -2.79933], [-2.44505, -1.68019, 1.02394], [-3.32025, -3.30577, -0.35151], [1.41326, -0.03640, -1.58632], [0.55612, -1.58702, -2.06244], [-2.88624, 1.25648, -5.07247], [-2.57931, 3.91233, -3.89787], [0.49427, 2.22899, -0.94269], [-3.84958, 3.54538, 0.01463], [-2.49743, 5.15140, -1.46473], [2.07182, 4.31192, 4.60160], [0.82995, 4.99873, 4.34225], [-0.18548, 4.43494, 3.49144], [1.15306, 6.50250, 3.84755], [2.02889, 6.68272, 2.73194], [1.32547, 6.38992, 1.42134], [0.08620, 5.43093, 5.88963], [2.92866, 6.07139, 2.84394], [2.34615, 7.72735, 2.74384], [1.07555, 5.32913, 1.33828], [1.96134, 6.65428, 0.57422], [0.38886, 6.94911, 1.35109], [0.83695, 5.90273, 6.52297], [-0.27676, 4.51412, 6.35611], [-0.74670, 6.10831, 5.70312], [6.77209, 4.61110, 4.45427], [5.83736, 5.65391, 4.79180], [5.24877, 6.50032, 3.78583], [6.48592, 6.58767, 5.94417], [7.77044, 7.16288, 5.71217], [7.68831, 8.35522, 4.77737], [4.53720, 4.95959, 5.77026], [8.46793, 6.41003, 5.33268], [8.14845, 7.49325, 6.68209], [7.40104, 8.04620, 3.76928], [8.65380, 8.86143, 4.71289], [6.93549, 9.06764, 5.12422], [4.97667, 4.35689, 6.56494], [3.92280, 4.33454, 5.12064], [3.93584, 5.76897, 6.18353], [-3.93612, -6.88147, -3.33172], [-3.49123, -6.93121, -1.96386], [-2.46860, -6.04652, -1.46191], [-3.09124, -8.45374, -1.59467], [-2.14268, -9.12883, -2.41996], [-0.72473, -8.67444, -2.12856], [-4.90363, -6.80890, -0.90396], [-2.38992, -8.99936, -3.47788], [-2.23086, -10.19387, -2.19599], [-0.57542, -7.63401, -2.42868], [-0.00393, -9.28905, -2.67164], [-0.51059, -8.73672, -1.05838], [-5.66366, -7.51021, -1.24656], [-5.28104, -5.78690, -0.96308], [-4.59847, -7.03429, 0.11779], [2.46025, -3.37472, 0.55184], [1.28999, -4.18608, 0.33840], [-0.03700, -3.62318, 0.35566], [1.33401, -5.44942, 1.34525], [1.48598, -5.20298, 2.74295], [0.18748, -4.73367, 3.37208], [1.49255, -5.09423, -1.16717], [2.29420, -4.48790, 2.92342], [1.78416, -6.14886, 3.19969], [-0.09320, -3.74345, 3.00409], [0.28481, -4.67489, 4.45803], [-0.63075, -5.41475, 3.12452], [2.47580, -5.56354, -1.16653], [1.41204, -4.39129, -1.99793], [0.70336, -5.84329, -1.23581]], "forces_ev_per_a": [[0.5142, -0.5924, -1.1365], [0.8331, -0.4377, 2.2096], [1.2619, -1.7714, -0.6474], [1.7012, 3.1017, -0.2991], [1.4804, 1.2784, 0.4809], [-0.5757, -1.6109, -1.4193], [-2.3358, 0.3100, -3.3975], [-2.8566, 1.8538, 0.0212], [-0.2844, 1.7394, 3.4394], [2.4026, -0.4301, 3.3071], [3.0992, -2.0582, -0.3074], [0.7830, -1.5128, -3.0094], [-4.7780, 0.6565, 0.6083], [3.5932, -1.1410, -0.1252], [-0.8786, -2.0615, 0.6926], [0.8658, -1.0815, 0.5738], [-0.7857, -1.3240, -3.1366], [1.1495, 2.8629, 4.6041], [-1.8816, -0.9305, 0.1753], [-1.2427, 0.1845, 0.2953], [-0.7647, 0.9907, -1.8636], [2.0953, 0.5937, -0.2347], [-0.8848, -2.0617, 2.1950], [3.6459, 0.2265, -4.6609], [-3.1321, -2.1088, 0.0728], [-1.7397, 0.2422, 6.2858], [-0.5842, 0.7232, -3.0913], [0.8082, 2.0710, 3.6676], [0.7323, 0.4507, -1.8906], [-2.0074, -1.7679, -0.0196], [0.3747, -0.6710, 0.0101], [-0.3254, 0.6472, -0.5878], [-1.1759, 1.4728, 0.2113], [-1.4051, -0.9239, -1.3141], [-1.5975, 0.5120, 0.8690], [0.3618, 1.6809, -0.5017], [-1.6247, 1.3271, 0.3147], [-0.5585, 1.0142, 1.7636], [1.2077, -0.2946, 1.4309], [1.5832, -1.2436, -0.4334], [0.4003, -0.8673, -1.4667], [0.3923, 0.1482, -1.0327], [1.0618, 0.8861, -0.3441], [-0.6695, -0.5204, -1.7206], [0.6753, 1.5123, -0.7608], [-0.1766, 0.2963, 1.3111], [0.9741, -0.3109, -0.8955], [-1.4821, -0.5152, 0.2890], [0.7153, -0.6010, -0.1498], [1.2341, -0.2026, -0.2168], [-1.0627, -0.0501, -0.5597], [-0.3121, 1.0113, -0.2276], [0.7302, -0.0989, 0.4085], [-0.4580, -0.8840, 1.0336], [0.6103, 0.0191, -1.1807], [-0.2121, -0.2827, -0.0396], [0.0453, 0.1095, 0.0529], [-0.1331, 0.0488, 0.1546], [-0.1302, -0.0970, 0.3721], [0.0275, 0.1055, -0.0489], [0.0052, 0.0219, 0.1054], [0.1191, 0.0191, -0.0110], [-0.0521, -0.0297, -0.0952], [0.0846, 0.0163, -0.1593], [0.1010, -0.0690, -0.0503], [-0.2618, 0.7261, -0.1648], [-0.2390, -0.1014, 0.7424], [0.4859, -0.4184, 0.1674], [-0.5674, -0.5922, -0.2374], [0.7735, 0.5266, -0.3125], [-0.1475, 0.0119, -0.3159], [0.3580, -0.0481, 0.1220], [-0.1926, -0.0620, 0.0062], [-0.2797, -0.2119, 0.0607], [0.0507, 0.0233, 0.1029], [-0.0283, -0.0550, 0.0842], [0.1152, -0.0523, 0.0483], [0.0740, 0.1267, -0.0681], [0.4000, 0.2592, 0.0998], [0.0615, -0.0440, -0.1067], [0.6692, 0.1371, 0.5729], [-0.4966, -0.6326, 0.1926], [-0.2271, -0.1120, -0.5027], [-0.5945, 0.8412, 0.1492], [0.8187, -0.3473, -0.5371], [0.1325, 0.3087, 0.0444], [0.0278, -0.1205, 0.1115], [-0.1119, 0.1137, 0.1311], [-0.2820, 0.1776, 0.1463], [-0.0306, -0.1113, -0.0353], [-0.0981, -0.0266, 0.0288], [-0.0329, -0.0960, -0.0892], [0.1171, 0.0567, -0.0112], [0.1286, -0.0645, -0.1135], [0.0185, 0.0111, -0.1096], [-0.8883, -0.0206, 0.1400], [0.5129, -0.9978, -0.0594], [0.3720, 0.3669, 0.0677], [-0.0084, 0.4584, -1.0156], [-0.0762, 0.2750, 1.0475], [-0.2086, 0.2337, -0.1164], [-0.0547, -0.1512, 0.0605], [-0.0463, -0.0316, -0.2006], [0.0333, -0.0279, -0.3704], [0.0472, -0.0788, 0.0582], [0.0594, -0.0634, -0.0673], [0.1169, -0.0082, 0.0663], [-0.0785, 0.0933, 0.0570], [0.0106, 0.0391, 0.1480], [0.0053, 0.1075, 0.0574]]}